[1]
Computed, not measured: the ion C4H6NO2 with charge -1, with ωB97M-V with the def2-TZVPD basis set.

Its molar mass is 100.10 g/mol. The calculation puts the HOMO energy (spin up / spin down) at -0.0999 / -0.1000 hartree. The calculation puts the relative energy (zero: lowest compared OMol25 entry of this formula, charge and spin) at 146.11 kcal/mol. As for the LUMO energy (spin up / spin down): 4.2 / 4.2 eV. The total energy is -9825.34736 eV. As for the charge: -1.

Each line ends with the natural charge from an NBO analysis.
CARTESIAN COORDINATES (ANGSTROEM)
O 1.473 -2.316 -0.795  -0.73
O 0.146 1.669 -0.130  -0.44
N -1.182 1.356 -0.659  -0.36
C -1.243 -0.012 -1.106  -0.33
C 0.367 -0.651 0.473  -0.24
C 0.477 0.731 0.939  -0.20
C 1.396 -1.486 0.113  0.20
H 1.500 1.052 1.219  0.20
H -0.313 0.871 1.753  0.12
H -1.715 1.285 0.251  0.32
H -0.830 -0.331 -2.103  0.19
H 2.093 -1.529 0.880  0.08
H -2.168 -0.639 -0.836  0.18



[2]
Computed, not measured: the ion C4H6NO2 with charge -1, with ωB97M-V with the def2-TZVPD basis set.

Its molar mass is 100.10 g/mol. The SMILES is [O-]/C=C1\CNOC1. The calculation puts the HOMO energy at -0.0869 hartree. The calculation puts the relative energy (zero: lowest compared OMol25 entry of this formula, charge and spin) at 96.68 kcal/mol. As for the LUMO energy: 4.2 eV. The total energy is -9827.49064 eV. As for the charge: -1.

Each line ends with the natural charge from an NBO analysis.
CARTESIAN COORDINATES (ANGSTROEM)
O -0.132 1.392 -2.568  -0.78
O 0.293 -0.921 1.461  -0.43
N 0.645 0.474 1.603  -0.33
C 0.000 0.012 -0.663  -0.39
C 1.084 0.731 0.199  -0.25
C -0.529 -1.086 0.308  -0.09
C -0.487 0.460 -1.842  0.30
H -0.428 -2.113 -0.234  0.17
H -0.191 1.113 1.669  0.30
H -1.653 -0.868 0.496  0.14
H -1.406 -0.211 -2.358  0.00
H 1.064 1.748 0.063  0.19
H 2.154 0.246 0.341  0.16



[3]
Computed, not measured: a cluster of 2 separate species, C4H6NO2 in total, with ωB97M-V with the def2-TZVPD basis set.

Its molar mass is 100.10 g/mol. The calculation puts the HOMO energy at -0.0937 hartree. The calculation puts the relative energy (zero: lowest compared OMol25 entry of this formula, charge and spin) at 92.15 kcal/mol. As for the LUMO energy: 4.1 eV. The total energy is -9827.68704 eV. As for the charge: -1.

Each line ends with the natural charge from an NBO analysis.
CARTESIAN COORDINATES (ANGSTROEM)
O -1.449 1.675 -2.217  -0.57
O -2.710 -0.035 -1.114  -0.71
N -0.508 0.595 -1.886  -0.46
C 0.211 0.000 0.827  -0.15
C 1.678 0.240 0.552  -0.65
C -1.718 0.451 -1.563  0.77
C -0.325 -1.143 1.017  -0.42
H -0.357 0.927 0.786  0.21
H 0.379 -2.075 1.119  0.15
H 2.271 0.146 1.424  0.19
H -1.371 -1.380 1.139  0.21
H 1.913 1.146 0.057  0.22
H 1.986 -0.548 -0.139  0.21



[4]
Computed, not measured: the ion C4H6NO2 with charge +1, with ωB97M-V with the def2-TZVPD basis set.

Its molar mass is 100.10 g/mol. The SMILES is CO[n+]1ccco1. The calculation puts the HOMO energy at -0.5721 hartree. The calculation puts the relative energy (zero: lowest compared OMol25 entry of this formula, charge and spin) at 102.37 kcal/mol. As for the LUMO energy: -5.1 eV. The total energy is -9818.16180 eV. As for the charge: +1.

Each line ends with the natural charge from an NBO analysis.
CARTESIAN COORDINATES (ANGSTROEM)
O 1.032 -1.010 0.766  -0.28
O 0.647 -0.262 -1.433  -0.14
N 0.151 -0.404 -0.217  0.26
C -0.379 0.136 -2.144  0.21
C 1.329 -0.247 1.881  -0.27
C -1.489 0.278 -1.347  -0.31
C -1.148 -0.097 -0.062  0.05
H 0.531 0.033 2.502  0.19
H -0.192 0.676 -3.068  0.27
H 1.763 0.745 1.528  0.19
H -1.793 0.167 0.748  0.30
H -2.358 0.856 -1.664  0.28
H 1.906 -0.872 2.511  0.25



[5]
Computed, not measured: the ion C4H6NO2 with charge +1, with ωB97M-V with the def2-TZVPD basis set.

Its molar mass is 100.10 g/mol. The SMILES is O=CC1=C(O)C[NH2+]1. The calculation puts the HOMO energy at -0.5283 hartree. The calculation puts the relative energy (zero: lowest compared OMol25 entry of this formula, charge and spin) at 47.68 kcal/mol. As for the LUMO energy: -4.5 eV. The total energy is -9820.53348 eV. As for the charge: +1.

Each line ends with the natural charge from an NBO analysis.
CARTESIAN COORDINATES (ANGSTROEM)
O -2.903 0.065 0.145  -0.47
O 1.159 -1.940 0.065  -0.59
N -0.153 1.128 0.006  -0.50
C -1.993 -0.692 0.007  0.35
C -0.615 -0.303 0.124  -0.08
C 1.252 0.714 0.066  -0.30
C 0.732 -0.747 0.062  0.46
H 1.972 -2.263 -0.185  0.54
H 1.745 1.221 0.941  0.27
H -0.467 1.862 0.652  0.45
H -0.375 1.477 -0.963  0.44
H 1.894 1.239 -0.686  0.27
H -2.248 -1.763 -0.233  0.17



[6]
Computed, not measured: an isolated molecule of C4H6NO2P, with ωB97M-V with the def2-TZVPD basis set.

Its molar mass is 131.07 g/mol. The SMILES is C=P[C@H]1NC(=O)[C@@H]1O. The calculation puts the HOMO energy at -0.3370 hartree. The calculation puts the relative energy (zero: lowest compared OMol25 entry of this formula, charge and spin) at 81.93 kcal/mol. As for the LUMO energy: -0.3 eV. The total energy is -19116.15711 eV.

Each line ends with the natural charge from an NBO analysis.
CARTESIAN COORDINATES (ANGSTROEM)
P -0.281 -1.542 -1.410  0.60
O 2.308 0.920 1.887  -0.56
O -0.700 1.633 1.195  -0.68
N 1.007 -0.916 1.141  -0.61
C -0.233 -0.521 0.373  -0.26
C -1.118 -0.533 -2.466  -0.82
C 0.176 0.895 0.534  -0.02
C 1.428 0.346 1.310  0.65
H -1.070 -0.847 -3.573  0.23
H 1.541 -1.684 0.953  0.39
H -1.138 -0.830 0.758  0.20
H 0.373 1.348 -0.425  0.20
H -1.425 0.449 -2.379  0.21
H -0.869 1.282 2.101  0.48



[7]
Computed, not measured: the ion C4H6NO3 with charge -1, with ωB97M-V with the def2-TZVPD basis set.

Its molar mass is 116.10 g/mol. The SMILES is CC(=O)NCC(=O)[O-]. The calculation puts the HOMO energy at -0.1643 hartree. The calculation puts the relative energy (zero: lowest compared OMol25 entry of this formula, charge and spin) at 16.52 kcal/mol. As for the LUMO energy: 3.7 eV. The total energy is -11879.75271 eV. As for the charge: -1.

Each line ends with the natural charge from an NBO analysis.
CARTESIAN COORDINATES (ANGSTROEM)
O -0.133 0.086 -2.699  -0.69
O 0.101 -0.921 2.891  -0.76
O -1.102 -1.671 1.217  -0.77
N -0.268 0.052 -0.518  -0.61
C 0.254 0.658 -1.642  0.65
C -0.306 -0.909 1.745  0.77
C 1.070 1.920 -1.669  -0.70
C 0.146 0.346 0.855  -0.36
H -0.259 1.238 1.221  0.18
H -0.916 -0.746 -0.617  0.45
H 0.403 2.812 -1.879  0.23
H 1.872 1.915 -2.375  0.23
H 1.309 0.333 0.933  0.18
H 1.552 2.055 -0.670  0.22



[8]
Computed, not measured: a cluster of 2 separate species, C4H6NO3 in total, with ωB97M-V with the def2-TZVPD basis set.

Its molar mass is 116.10 g/mol. The calculation puts the HOMO energy (spin up / spin down) at -0.1773 / -0.1151 hartree. The calculation puts the relative energy (zero: lowest compared OMol25 entry of this formula, charge and spin) at 163.51 kcal/mol. As for the LUMO energy (spin up / spin down): 4.0 / 3.4 eV. The total energy is -11873.37837 eV. As for the charge: -1.

Each line ends with the natural charge from an NBO analysis.
CARTESIAN COORDINATES (ANGSTROEM)
O -0.597 1.753 -0.692  -0.48
O 2.449 0.212 0.783  -0.71
O 1.491 -1.677 1.646  -0.72
N 0.339 2.203 -1.700  -0.53
C 0.185 -0.388 0.423  0.16
C 1.596 -0.640 0.971  0.72
C -1.211 -0.552 1.038  -0.47
C -0.843 -1.017 -0.321  -0.49
H -1.848 0.297 1.075  0.22
H 1.169 2.562 -1.104  0.34
H -0.767 -2.147 -0.346  0.20
H -1.296 -0.692 -1.237  0.23
H -1.331 -1.277 1.757  0.21
H 0.666 1.363 -2.294  0.32



[9]
Computed, not measured: the ion C4H6NO3 with charge +1, with ωB97M-V with the def2-TZVPD basis set.

Its molar mass is 116.10 g/mol. The SMILES is [NH2+]=C(C=O)[C@@H](O)C=O. The calculation puts the HOMO energy at -0.5535 hartree. The calculation puts the relative energy (zero: lowest compared OMol25 entry of this formula, charge and spin) at 65.67 kcal/mol. As for the LUMO energy: -5.5 eV. The total energy is -11867.64191 eV. As for the charge: +1.

Each line ends with the natural charge from an NBO analysis.
CARTESIAN COORDINATES (ANGSTROEM)
O -1.640 -0.604 1.033  -0.44
O -1.557 2.084 -0.933  -0.39
O 1.061 -1.627 -0.849  -0.68
N 1.289 1.010 0.174  -0.62
C -0.676 -1.199 0.701  0.42
C -0.122 -0.847 -0.698  -0.06
C -0.960 1.706 0.041  0.38
C 0.155 0.560 -0.142  0.38
H 1.668 1.873 0.528  0.46
H -0.917 -0.922 -1.354  0.26
H -1.124 2.056 1.043  0.18
H 0.734 -2.513 -0.960  0.50
H 2.042 0.354 0.268  0.43
H 0.047 -1.932 1.148  0.17



[10]
Computed, not measured: a structure of composition C4H6NO3S, with ωB97M-V with the def2-TZVPD basis set.

Its molar mass is 148.16 g/mol. The calculation puts the HOMO energy (spin up / spin down) at -0.1121 / -0.1122 hartree. The calculation puts the relative energy (zero: lowest compared OMol25 entry of this formula, charge and spin) at 54.57 kcal/mol. As for the LUMO energy (spin up / spin down): 3.8 / 3.8 eV. The total energy is -22712.86934 eV. As for the charge: -1.

Each line ends with the natural charge from an NBO analysis.
CARTESIAN COORDINATES (ANGSTROEM)
S -2.188 2.238 1.767  1.52
O -3.565 1.860 2.128  -1.00
O -2.136 3.224 0.679  -0.99
O -0.154 0.123 1.482  -0.54
N -0.545 0.375 -1.362  -0.51
C -1.437 0.210 0.881  -0.20
C -1.521 0.207 -0.527  0.03
C 0.832 -0.279 0.569  -0.07
C 0.745 0.523 -0.736  -0.27
H 0.930 1.583 -0.510  0.19
H -2.173 -0.362 1.441  0.19
H 0.710 -1.353 0.330  0.14
H -2.505 0.100 -0.970  0.18
H 1.513 0.181 -1.443  0.17
H 1.796 -0.134 1.070  0.17



[11]
Computed, not measured: a structure of composition C4H6NO4P, with ωB97M-V with the def2-TZVPD basis set.

Its molar mass is 163.07 g/mol. The calculation puts the HOMO energy at -0.3446 hartree. The calculation puts the relative energy (zero: lowest compared OMol25 entry of this formula, charge and spin) at 54.31 kcal/mol. As for the LUMO energy: -1.3 eV. The total energy is -23212.35105 eV.

Each line ends with the natural charge from an NBO analysis.
CARTESIAN COORDINATES (ANGSTROEM)
P 2.677 -0.958 -0.680  1.24
O -0.093 -0.811 -2.090  -0.54
O 0.069 1.344 1.921  -0.54
O 1.954 0.401 -0.302  -0.64
O 2.978 -1.611 0.791  -1.00
N 0.209 0.168 -0.046  -0.24
C -1.911 0.697 0.630  -0.50
C -1.973 -0.041 -0.712  -0.50
C -0.425 0.819 0.967  0.66
C -0.520 -0.297 -1.097  0.66
H -2.491 -0.996 -0.643  0.25
H 2.893 -1.011 1.540  0.50
H -2.332 1.702 0.585  0.25
H -2.411 0.159 1.437  0.25
H 3.821 -0.111 -0.800  -0.09
H -2.446 0.545 -1.499  0.25



[12]
Computed, not measured: the ion C4H6NO5 with charge -1, with ωB97M-V with the def2-TZVPD basis set.

Its molar mass is 148.09 g/mol. The SMILES is C[C@H](O)C(=O)N(O)C(=O)[O-]. The calculation puts the HOMO energy at -0.1789 hartree. The calculation puts the relative energy (zero: lowest compared OMol25 entry of this formula, charge and spin) at 2.58 kcal/mol. As for the LUMO energy: 3.9 eV. The total energy is -15973.17874 eV. As for the charge: -1.

Each line ends with the natural charge from an NBO analysis.
CARTESIAN COORDINATES (ANGSTROEM)
O -2.525 -1.156 0.642  -0.72
O -0.590 -1.678 1.767  -0.72
O 0.198 0.487 -2.007  -0.65
O -1.289 -1.852 -1.678  -0.57
O 1.447 -0.314 0.906  -0.75
N -0.561 -1.226 -0.686  -0.25
C 0.563 0.586 0.299  0.02
C -0.049 -0.014 -0.937  0.59
C -1.329 -1.399 0.831  0.91
C 1.232 1.950 -0.016  -0.65
H 0.675 2.890 0.172  0.20
H -2.151 -1.974 -1.309  0.47
H -0.199 0.782 1.141  0.17
H 1.380 1.895 -1.097  0.24
H 1.000 -0.864 1.523  0.50
H 2.199 1.889 0.450  0.21



Question: What is the relative energy (zero: lowest compared OMol25 entry of this formula, charge and spin) in the first record?
Answer: 146.11 kcal/mol



Repeat the sixth record exactly.
Computed, not measured: an isolated molecule of C4H6NO2P, with ωB97M-V with the def2-TZVPD basis set.

Its molar mass is 131.07 g/mol. The SMILES is C=P[C@H]1NC(=O)[C@@H]1O. The calculation puts the HOMO energy at -0.3370 hartree. The calculation puts the relative energy (zero: lowest compared OMol25 entry of this formula, charge and spin) at 81.93 kcal/mol. As for the LUMO energy: -0.3 eV. The total energy is -19116.15711 eV.

Each line ends with the natural charge from an NBO analysis.
CARTESIAN COORDINATES (ANGSTROEM)
P -0.281 -1.542 -1.410  0.60
O 2.308 0.920 1.887  -0.56
O -0.700 1.633 1.195  -0.68
N 1.007 -0.916 1.141  -0.61
C -0.233 -0.521 0.373  -0.26
C -1.118 -0.533 -2.466  -0.82
C 0.176 0.895 0.534  -0.02
C 1.428 0.346 1.310  0.65
H -1.070 -0.847 -3.573  0.23
H 1.541 -1.684 0.953  0.39
H -1.138 -0.830 0.758  0.20
H 0.373 1.348 -0.425  0.20
H -1.425 0.449 -2.379  0.21
H -0.869 1.282 2.101  0.48



Question: Number 2 is which compound?
Answer: C4H6NO2



Question: The lowest total energy belongs to which entry?
Answer: C4H6NO4P